Entry 1:
ORCA calculation (wB97M-V/def2-TZVPD) on 2 unconnected molecules or ions with the total composition C3H9N2O2.

The energy comes out at -10319.807 eV. As for the charge: +1. The lowest unoccupied orbital energy comes out at -6.36 eV. The value obtained for the highest occupied orbital energy is -13.71 eV. Its energy above the lowest of the compared OMol25 structures with the same formula, charge and spin is 162.45 kcal per mole.

Positions of all 16 atoms, in Å:
C  -1.719  1.212  -0.061
C  -1.724  -0.188  -0.337
C  -1.265  -1.202  0.554
N  2.892  -0.512  -0.360
N  1.641  -0.355  -0.329
O  3.722  0.331  -0.030
O  1.271  0.871  0.138
H  -2.476  1.769  -0.618
H  -1.698  1.471  0.995
H  -0.761  1.564  -0.495
H  -1.301  -0.930  1.608
H  -2.025  -0.494  -1.338
H  -1.668  -2.193  0.349
H  -0.182  -1.269  0.289
H  3.187  -1.439  -0.712
H  2.106  1.363  0.348

Entry 2:
ORCA calculation (wB97M-V/def2-TZVPD) on 2 unconnected molecules or ions with the total composition C3H9N2O2S.

The energy comes out at -21154.329 eV. As for the charge: +1. The lowest unoccupied orbital energy (spin up / spin down) comes out at -6.61 / -6.62 eV. The value obtained for the highest occupied orbital energy (spin up / spin down) is -15.18 / -15.18 eV. Its energy above the lowest of the compared OMol25 structures with the same formula, charge and spin is 149.97 kcal per mole.

Positions of all 17 atoms, in Å:
C  -1.879  0.883  0.662
C  -2.371  -1.289  -0.234
C  2.830  0.238  -0.902
N  0.177  -0.448  -0.948
N  -1.643  -0.375  0.035
O  0.916  0.916  0.996
O  1.773  -1.342  1.015
S  1.264  -0.071  0.072
H  -2.773  1.261  0.138
H  -0.932  1.451  0.496
H  -2.053  0.703  1.668
H  -3.464  -1.410  0.061
H  -1.929  -2.121  -0.631
H  2.280  -1.111  1.867
H  2.931  -0.669  -1.317
H  2.823  1.090  -1.555
H  3.567  0.328  -0.149

- charge of number 2 (C3H9N2O2S)?
  +1

- The lowest energy belongs to which entry?
  C3H9N2O2S

- Look up the energy above the lowest of the compared OMol25 structures with the same formula, charge and spin of the first one.
  162.45 kcal per mole